(1)
ORCA calculation (ωB97M-V/def2-TZVPD) on a structure of composition C20H25N3O4.

Geometry as XYZ:
```
52
Properties=species:S:1:pos:R:3:lowdin_charge:R:1
C -2.4818 2.2097 -2.6026 -0.001
C -2.0095 0.7870 -2.5658 -0.189
O -2.0197 0.3388 -1.2125 -0.136
C -3.1258 0.0191 -0.5360 -0.364
C -3.4516 1.0285 0.2996 -0.126
C -2.9170 0.9264 1.9346 -0.127
N -1.3956 0.8889 2.0388 0.058
C -1.0071 -0.4389 1.8801 -0.394
O -1.5343 -1.5134 2.0893 0.092
C 0.6068 -0.1581 1.6661 -0.329
N 0.6574 0.2775 0.4828 0.095
C 0.6756 1.4477 0.0540 -0.632
O 0.6215 2.3801 0.6535 0.138
C 1.0490 1.9460 -1.3621 -0.047
C 1.7401 0.9423 -2.3292 -0.029
N 2.1134 1.4494 -3.4078 0.117
C 1.8467 2.6856 -4.1482 -0.483
O 2.0344 2.8724 -5.2073 0.184
C 0.9045 3.5845 -3.2461 0.113
C 0.7881 3.2595 -1.7858 0.023
H 0.3091 3.7780 -1.2236 0.004
H 0.7778 4.5650 -3.3431 0.029
H 2.4322 0.8258 -4.0622 0.123
H 2.1356 0.1506 -1.7905 0.103
H 0.5637 -0.5897 -0.4343 0.297
C 1.2684 -1.4054 1.9157 -0.118
C 2.4210 -1.5655 2.9080 -0.062
C 2.7494 -2.7195 3.2334 -0.204
C 2.7365 -3.8453 2.5630 -0.231
C 1.7531 -3.7009 1.4483 -0.013
C 0.9153 -2.5990 1.2062 -0.038
H 0.2718 -2.6525 0.3660 0.094
H 1.4377 -4.5999 0.8477 0.116
C 3.4637 -5.2104 2.6794 0.000
H 3.5654 -5.7540 1.8057 0.053
H 4.1316 -4.9175 3.2633 -0.027
H 2.6778 -5.8800 3.2759 0.138
H 3.7198 -2.6020 4.1815 0.201
H 2.4395 -0.6801 3.6329 0.136
H 0.8652 0.6228 2.5733 0.221
H -0.9441 1.8365 1.6948 0.171
H -3.3740 0.0881 2.5789 0.122
H -3.2700 1.7182 2.6063 0.087
H -3.0362 2.0586 0.0856 0.123
H -4.7086 1.0748 0.5712 0.185
H -2.9825 -0.8245 -0.0296 0.096
H -3.8154 -0.0971 -1.2932 0.117
H -2.5001 0.0991 -3.1547 0.106
H -1.0909 0.5722 -2.8871 0.069
H -2.4188 2.3654 -3.5122 -0.002
H -3.6128 2.1768 -2.3644 0.139
H -1.9763 2.7784 -2.0374 0.004
```

The value obtained for the LUMO energy is -0.13 eV. The max |F| is 16.659 eV/A. The calculation puts the energy above the lowest of the compared OMol25 structures with the same formula, charge and spin at 444.2 kcal/mol. For the total energy, the calculation gives -33789.49693 eV. As for the orbital gap: 7.73 eV. The molar mass is 371.44 g/mol.


(2)
ORCA calculation (ωB97M-V/def2-TZVPD) on an isolated molecule of C20H25NO.

Geometry as XYZ:
```
47
Properties=species:S:1:pos:R:3:lowdin_charge:R:1
O 4.3855 0.5994 -0.7278 -0.008
H 3.9978 0.5408 -1.6044 0.072
C 3.3641 0.4288 0.2296 -0.310
C 2.3166 1.5212 0.1949 -0.179
C 1.8889 2.0883 -1.0010 -0.046
C 0.8577 3.0133 -1.0163 -0.081
C 0.2363 3.3868 0.1628 -0.095
C 0.6774 2.8543 1.3609 -0.074
C 1.7160 1.9393 1.3774 -0.044
H 2.0636 1.5445 2.3215 0.116
H 0.2154 3.1534 2.2902 0.104
H -0.5757 4.0970 0.1461 0.100
H 0.5353 3.4391 -1.9551 0.104
H 2.3603 1.8183 -1.9354 0.112
C 2.7068 -0.9797 0.1010 -0.245
C 1.8003 -1.0756 -1.1306 -0.131
C 0.9995 -2.3826 -1.1311 -0.180
N 0.2231 -2.5817 0.0791 -0.164
C -0.8472 -1.6197 0.2913 -0.190
H -1.2929 -1.8524 1.2611 0.132
C -1.9540 -1.6679 -0.7690 -0.130
C -2.9425 -0.5814 -0.4572 -0.242
C -2.6527 0.7350 -0.8068 -0.047
C -3.5155 1.7606 -0.4773 -0.087
C -4.6852 1.4872 0.2144 -0.097
C -4.9838 0.1826 0.5684 -0.088
C -4.1158 -0.8428 0.2357 -0.045
H -4.3514 -1.8612 0.5166 0.112
H -5.8927 -0.0375 1.1083 0.100
H -5.3633 2.2881 0.4716 0.099
H -3.2809 2.7756 -0.7558 0.097
H -1.7411 0.9544 -1.3445 0.107
H -1.5333 -1.4956 -1.7595 0.107
H -2.4290 -2.6501 -0.7580 0.121
H -0.4833 -0.5801 0.3406 0.113
C 1.1348 -2.6290 1.2069 -0.187
C 1.9458 -1.3375 1.3791 -0.137
H 2.6496 -1.4597 2.2047 0.122
H 1.2613 -0.5302 1.6394 0.093
H 0.5576 -2.8305 2.1155 0.119
H 1.8110 -3.4741 1.0443 0.121
H 0.3374 -2.4121 -1.9963 0.108
H 1.6833 -3.2340 -1.2133 0.123
H 1.0997 -0.2380 -1.1463 0.099
H 2.3996 -1.0312 -2.0455 0.121
H 3.5303 -1.6936 -0.0233 0.152
H 3.8855 0.4700 1.1932 0.153
```

The value obtained for the LUMO energy is 0.76 eV. The max |F| is 0.551 eV/A. The calculation puts the energy above the lowest of the compared OMol25 structures with the same formula, charge and spin at 22.5 kcal/mol. The structure (SMILES) is O[C@@H](c1ccccc1)C1CCN(CCc2ccccc2)CC1. For the total energy, the calculation gives -24683.50027 eV. As for the orbital gap: 9.07 eV. The molar mass is 295.43 g/mol.


(3)
ORCA calculation (ωB97M-V/def2-TZVPD) on an isolated molecule of C20H25NO4S.

Geometry as XYZ:
```
51
Properties=species:S:1:pos:R:3:lowdin_charge:R:1
C 1.0204 -0.2102 -3.3004 -0.043
C 1.0062 0.8335 -2.2266 -0.278
C -0.1082 1.6449 -2.0340 -0.019
C -0.0823 2.6709 -1.1051 -0.045
C 1.0610 2.8745 -0.3580 -0.285
C 2.1664 2.0588 -0.5027 -0.045
C 2.1356 1.0396 -1.4373 -0.034
H 3.0017 0.4082 -1.5730 0.119
H 3.0441 2.2548 0.0928 0.116
S 1.1401 4.2546 0.7837 0.702
O 0.1794 5.2441 0.3854 -0.298
O 2.5129 4.6562 0.9345 -0.312
C 0.5875 3.5579 2.4133 -0.116
C -0.7238 2.9343 2.2100 -0.327
C -1.9931 3.4406 2.2737 0.011
C -2.8563 2.4028 1.8632 0.032
C -2.0584 1.3298 1.5676 -0.166
C -2.4158 -0.0228 1.1039 -0.429
O -3.5683 -0.3707 0.9289 0.078
N -1.3443 -0.8216 0.9090 0.119
H -0.4231 -0.4339 1.0349 0.133
C -1.4416 -2.1879 0.4442 -0.286
C -0.6216 -3.1120 1.3498 -0.142
H -0.7637 -4.1371 1.0112 0.109
C 0.8741 -2.8008 1.4229 -0.191
C 1.5360 -2.5591 0.0669 -0.208
C 1.1455 -3.5808 -1.0006 -0.189
C -0.3201 -3.5141 -1.4789 -0.190
H -0.8703 -4.3892 -1.1317 0.104
C -1.0805 -2.2591 -1.0565 -0.139
H -0.5029 -1.3736 -1.3212 0.081
H -2.0080 -2.2105 -1.6300 0.120
H -0.3309 -3.5561 -2.5703 0.104
H 1.8042 -3.4267 -1.8588 0.098
H 1.3569 -4.5810 -0.6182 0.111
H 2.6199 -2.6072 0.2035 0.112
H 1.3093 -1.5523 -0.2854 0.081
H 1.0410 -1.9249 2.0551 0.105
H 1.3639 -3.6448 1.9147 0.112
H -1.0365 -3.0474 2.3586 0.120
H -2.4970 -2.4568 0.5644 0.145
O -0.7536 1.6542 1.7754 0.066
H -3.9236 2.4277 1.7912 0.122
H -2.2658 4.4303 2.5748 0.121
H 0.5480 4.4024 3.0934 0.119
H 1.3533 2.8470 2.7087 0.115
H -0.9243 3.3308 -0.9677 0.122
H -0.9955 1.4845 -2.6284 0.120
H 0.0121 -0.4789 -3.6041 0.080
H 1.5471 -1.1037 -2.9731 0.071
H 1.5430 0.1806 -4.1739 0.091
```

The value obtained for the LUMO energy is 0.40 eV. The max |F| is 1.207 eV/A. The calculation puts the energy above the lowest of the compared OMol25 structures with the same formula, charge and spin at 20.6 kcal/mol. The structure (SMILES) is Cc1ccc(S(=O)(=O)Cc2ccc(C(=O)NC3CCCCCC3)o2)cc1. For the total energy, the calculation gives -41661.22763 eV. As for the orbital gap: 9.28 eV. The molar mass is 375.49 g/mol.


(4)
ORCA calculation (ωB97M-V/def2-TZVPD) on a structure of composition C20H26AlF4N4O2Se.

Geometry as XYZ:
```
58
Properties=species:S:1:pos:R:3:lowdin_charge:R:1
Al 0.0003 -0.5235 0.0325 0.068
C -2.1209 -2.4275 1.2646 -0.057
C -1.5680 -1.4053 2.2593 -0.164
N -0.9474 -0.0903 1.7709 -0.185
C -0.1503 0.4422 2.8927 -0.226
C 0.6191 1.7356 2.6141 -0.066
C -2.0281 0.8762 1.3173 -0.095
C -2.6062 0.4747 -0.0233 -0.195
N -1.5941 -0.1783 -0.8054 -0.031
C -1.9065 -0.5353 -2.1135 -0.144
C -1.0933 -1.4378 -2.7660 -0.125
F -0.0324 -1.9366 -2.0604 0.060
C -1.2606 -1.8669 -4.0741 -0.206
F -0.4198 -2.7524 -4.6060 0.118
C -2.3177 -1.3685 -4.7986 0.085
C -3.1966 -0.5114 -4.1496 -0.193
F -4.2826 -0.0653 -4.7905 0.111
C -2.9797 -0.0755 -2.8450 -0.129
F -3.8104 0.8946 -2.3980 0.085
H -2.9648 -2.9030 1.7569 0.092
H -1.3818 -3.2123 0.9866 0.093
H -2.5037 -1.9797 0.3769 0.049
H -0.8195 -1.8688 2.9153 0.124
H -2.4527 -1.0389 2.8316 0.135
H 0.5611 -0.3555 3.1496 0.098
H -0.8161 0.6304 3.7152 0.124
H 1.4647 1.6489 1.8981 0.039
H 0.9790 2.0762 3.6184 0.104
H 0.0233 2.5386 2.1664 0.073
H -1.5536 1.8469 1.2668 0.109
H -2.8369 0.8772 2.0484 0.138
H -2.9387 1.4045 -0.4794 0.125
H -3.5168 -0.0832 0.0709 0.124
H -2.5432 -1.6702 -5.8087 0.142
C 3.5323 -4.1589 -0.1022 0.015
O 2.1913 -3.5910 -0.0105 0.055
C 1.9626 -2.5133 0.6823 -0.500
O 0.7952 -2.0487 0.6095 0.054
N 2.9030 -2.0505 1.5004 0.052
N 2.7975 -0.8993 2.2884 0.091
H 3.4057 -5.0755 -0.6630 0.107
H 3.9950 -4.4220 0.8821 0.115
H 4.1616 -3.4564 -0.6509 0.113
H 3.7847 -2.5512 1.4858 0.144
H 3.3789 -0.1717 1.8760 0.090
H 3.1394 -1.1721 3.1961 0.112
Se 1.9674 0.5523 -0.8302 0.853
C 1.5903 2.4665 -0.7199 -0.590
C 0.3969 2.9645 -1.2065 -0.131
C 0.2193 4.3449 -1.1777 -0.075
C 1.1897 5.1932 -0.6557 -0.069
C 2.3881 4.6527 -0.1798 -0.081
C 2.5717 3.3021 -0.1777 -0.151
H -0.3356 2.3138 -1.6682 0.096
H -0.6824 4.7677 -1.5851 0.105
H 1.0220 6.2674 -0.5916 0.110
H 3.1741 5.2836 0.2243 0.112
H 3.4460 2.8420 0.2407 0.092
```

The value obtained for the LUMO energy is -2.50 eV. The max |F| is 1.548 eV/A. The calculation puts the energy above the lowest of the compared OMol25 structures with the same formula, charge and spin at 0.0 kcal/mol. For the total energy, the calculation gives -114027.25976 eV. As for the orbital gap: 8.29 eV. The molar mass is 536.39 g/mol. As for the total charge: +1.